(1)
C13H22FeN3O5PSTe as an isolated structure in a non-equilibrium geometry, computed with wB97M-V/def2-TZVPD.

Positions of all 47 atoms, in Å:
Fe: -0.16489 -0.24751 0.10178
N: 0.31274 -0.50631 2.16373
C: 1.75576 -0.79211 2.28771
C: 2.50308 -0.32234 1.05935
O: 3.70117 -0.06971 1.14917
O: 1.76904 -0.33715 -0.00170
H: 0.11348 0.44964 2.42337
H: -0.24383 -1.10694 2.75416
H: 1.89878 -1.87185 2.33658
H: 2.20843 -0.35334 3.16659
S: -1.17865 -2.28172 0.86615
C: -2.03523 -3.18691 -0.28701
N: -2.63439 -3.87623 -0.99894
C: -3.24193 -1.73341 -5.06955
C: -2.50648 -1.59034 -3.76069
O: -3.14564 -0.50200 -2.99417
P: -2.25594 0.67508 -2.43650
O: -1.00687 0.22027 -1.73410
Te: -3.74064 2.19358 -1.37075
O: -1.77650 1.30337 -3.83691
C: -1.11188 2.60886 -3.85399
C: -1.89670 3.56562 -4.71807
H: -2.85113 -2.59946 -5.61670
H: -3.12319 -0.83512 -5.68661
H: -4.30944 -1.88893 -4.88135
H: -1.45678 -1.35999 -3.92767
H: -2.57334 -2.48241 -3.17694
H: -0.10635 2.46307 -4.24707
H: -1.02327 3.00584 -2.84130
H: -2.05968 3.12919 -5.71161
H: -1.35125 4.51495 -4.82425
H: -2.87221 3.76444 -4.26012
C: 1.14433 2.73012 -0.52716
C: -0.11354 2.81047 0.27601
C: -0.83228 3.95396 0.67654
C: -1.95762 3.49649 1.34424
C: -1.89533 2.05924 1.33373
C: -2.77739 1.08196 2.05007
N: -0.75443 1.67756 0.69071
H: 1.36454 3.69069 -0.99358
H: 1.04605 1.96867 -1.30275
H: 2.00041 2.43740 0.08520
H: -0.55068 4.98491 0.48213
H: -2.74498 4.08959 1.79342
H: -3.82881 1.35222 1.95603
H: -2.52565 1.04486 3.12199
H: -2.64514 0.08394 1.64115

Values from the calculation:
2S+1: 2
electronic energy: -90354.7590 eV
net charge: -1
expectation value of S²: 0.762

---

(2)
C13H22GaN4PS as an isolated structure in a non-equilibrium geometry, computed with wB97M-V/def2-TZVPD.

Positions of all 42 atoms, in Å:
Ga: 0.92886 -0.87061 0.76291
N: 1.71030 -4.82647 -0.39164
C: 1.71884 -3.50035 -0.19114
S: 0.81858 -3.06837 1.26849
N: 2.30232 -2.66230 -1.05546
N: 2.26113 -1.42192 -0.60235
C: 2.99985 -0.48059 -1.02361
C: 2.88714 0.83283 -0.34450
C: 3.56867 1.95184 -0.71029
C: 3.46205 3.10120 0.08694
C: 2.70354 3.09288 1.22284
C: 2.07813 1.90856 1.58900
N: 2.11343 0.83203 0.80772
H: 1.33656 -5.43490 0.31705
H: 2.25237 -5.29525 -1.09851
H: 3.74209 -0.62235 -1.72771
H: 4.15069 1.94151 -1.60473
H: 4.00249 3.94050 -0.25279
H: 2.55095 3.97482 1.82340
H: 1.40403 1.81778 2.48963
C: -1.27493 -1.31176 -2.07231
C: -1.54222 0.09133 -1.55450
P: -1.20334 0.20098 0.25463
C: -1.34098 1.86360 0.86955
C: -2.74392 2.44535 0.72966
C: -2.32342 -0.91920 1.15726
C: -3.77666 -0.84775 0.61759
H: -0.68206 -1.81855 -1.32519
H: -0.72710 -1.24765 -3.02393
H: -2.25617 -1.77820 -2.22171
H: -2.54787 0.37921 -1.76439
H: -0.86784 0.82391 -1.98961
H: -0.59701 2.40692 0.29654
H: -1.03016 1.78519 1.97441
H: -3.21315 2.24663 -0.21383
H: -2.67603 3.50782 0.81458
H: -3.42979 2.09604 1.48071
H: -2.31563 -0.64436 2.19705
H: -1.93349 -1.94204 0.98957
H: -3.89895 -1.44572 -0.32012
H: -4.13504 0.15200 0.39947
H: -4.47622 -1.25460 1.33933

Values from the calculation:
electronic energy: -92284.8542 eV
net charge: +2

---

(3)
A 2-piece molecular cluster, C13H22IN2O5PS overall in a non-equilibrium geometry, computed with wB97M-V/def2-TZVPD.

Positions of all 45 atoms, in Å:
N: -1.18367 -1.81410 2.04069
P: -0.95001 -2.91062 0.61068
O: -2.09893 -4.21779 0.68028
C: 0.82294 -3.58730 0.83260
C: 1.92237 -3.10088 -0.04755
C: 1.78824 -2.01178 -1.26665
S: 2.97010 -0.52576 -1.07387
O: 2.35704 0.78503 -1.69885
O: 3.10329 -0.22182 0.45542
C: 3.43312 -3.74774 0.26330
O: 4.29438 -3.99639 -0.73170
C: 3.78847 -4.10909 1.84371
I: 5.80170 -3.92168 2.69221
C: 2.68050 -4.59826 2.71634
C: 1.15699 -4.69260 2.03443
O: 0.22433 -5.57637 2.44751
H: -0.19875 -1.50182 2.28592
H: -1.44062 -2.48522 2.81093
H: -2.09729 -4.50613 1.65979
H: 0.71063 -1.58822 -1.43996
H: 2.13025 -2.53062 -2.28295
H: 4.20599 -0.73926 -1.70551
H: 2.79540 -4.91953 3.83995
C: -2.00321 5.39190 -1.53580
C: -2.54381 4.03419 -1.09684
N: -1.75053 2.89581 -1.56605
C: -2.41852 1.60444 -1.37335
C: -2.68295 1.15257 0.05911
C: -0.32527 2.91327 -1.22742
C: 0.04900 2.97857 0.24965
H: -1.90265 5.44537 -2.62535
H: -2.69212 6.18439 -1.22432
H: -1.03096 5.61236 -1.08347
H: -3.56004 3.95028 -1.50363
H: -2.64434 4.03344 -0.00513
H: -1.85150 0.82004 -1.88962
H: -3.38187 1.64130 -1.89872
H: -1.77282 0.80008 0.54657
H: -3.38751 0.31428 0.05699
H: -3.12655 1.94386 0.67216
H: 0.13800 3.77006 -1.73239
H: 0.16940 2.04297 -1.67751
H: -0.55284 3.70176 0.80698
H: 1.09609 3.28439 0.34954
H: -0.04146 2.00262 0.73190

Values from the calculation:
structure (SMILES): NP(O)C1=C(C[SH](=O)=O)C(=O)C(I)=CC1=O.CCN(CC)CC
electronic energy: -55271.0172 eV
net charge: 0